[1]
Computed, not measured: a gas-phase ion, CH5NOP (charge -1) in a non-equilibrium geometry, with ωB97M-V with the def2-TZVPD basis set.

The geometry in XYZ format:
```
9
Properties=species:S:1:pos:R:3:mulliken_charge:R:1
C 0.81 0.23 0.71 -0.66
N 0.92 -0.18 -0.68 -0.47
O 0.30 -0.67 -2.95 -0.66
P -0.32 -0.38 -1.66 0.19
H 0.46 1.30 0.83 0.20
H 0.24 -0.48 1.23 0.24
H 1.87 0.18 1.04 0.21
H -1.51 -1.10 -1.63 0.00
H -1.20 0.77 -1.51 -0.04
```

Calculated values
- SMILES: CN=[PH2][O-]
- Orbital gap: 7.73 eV
- Multiplicity: 1
- Net charge: -1
- Calculated total energy: -512.44343 Eh

***

[2]
Computed, not measured: 8 unconnected molecules or ions with the total composition C21H39B2Br2FNO33S7 in a non-equilibrium geometry, with ωB97M-V with the def2-TZVPD basis set.

The geometry in XYZ format:
```
106
Properties=species:S:1:pos:R:3:mulliken_charge:R:1
C 1.15 -0.98 -0.65 -0.66
O -0.04 -1.74 -0.95 0.32
B -0.40 -2.58 0.08 -0.10
O 0.28 -3.75 0.17 -0.63
N -1.52 -2.17 0.97 0.88
C -2.53 -3.11 1.06 -0.18
Br -2.47 -4.62 2.29 -0.16
C -3.62 -3.05 0.29 0.20
C -4.74 -4.03 0.26 -0.92
Br -3.78 -1.60 -0.94 -0.15
C -1.12 -1.51 2.22 0.51
F -2.28 -1.37 2.99 -0.51
B -0.02 -2.24 3.17 1.05
C -0.45 -2.99 4.51 -1.15
O 1.29 -2.22 2.88 -0.42
C -0.65 -0.03 1.94 -0.20
O 0.40 0.40 2.48 -0.83
O -1.40 0.62 1.20 -0.86
H 1.63 -1.30 0.28 0.28
H 1.87 -1.02 -1.46 0.35
H 0.85 0.06 -0.55 0.09
H -0.09 -4.33 0.85 0.30
H -5.61 -3.60 0.76 0.28
H -4.48 -5.01 0.60 0.49
H -5.04 -4.14 -0.79 -0.15
H 0.40 -2.89 5.19 0.34
H -0.61 -4.05 4.38 0.27
H -1.27 -2.48 5.02 0.28
H 1.80 -2.40 3.68 0.19
C -0.84 -0.76 -5.03 -0.29
C -0.35 -0.94 -3.61 -0.08
O 1.03 -1.32 -3.77 -0.17
S 1.64 -0.62 -5.06 1.18
O 2.35 0.54 -4.66 -0.59
O 2.24 -1.62 -5.87 -0.60
O 0.26 -0.16 -5.74 -0.39
H -1.07 -1.72 -5.50 0.34
H -1.72 -0.12 -5.09 0.31
H -0.90 -1.70 -3.06 0.19
H -0.38 0.00 -3.05 0.12
C 5.42 -3.23 -0.33 -0.19
C 5.56 -1.80 0.16 -0.24
O 4.59 -1.70 1.21 -0.30
S 4.43 -3.10 1.96 0.97
O 5.23 -3.08 3.14 -0.64
O 3.06 -3.43 1.99 -0.31
O 5.18 -4.00 0.86 -0.38
H 4.55 -3.34 -0.99 0.22
H 6.30 -3.58 -0.84 0.30
H 5.36 -1.06 -0.60 0.34
H 6.55 -1.62 0.59 0.29
C 0.03 4.04 2.22 -0.22
C 0.15 3.32 0.91 0.23
O -0.06 4.36 -0.09 -0.32
S 0.50 5.73 0.46 1.20
O 1.80 5.96 -0.07 -0.60
O -0.52 6.72 0.34 -0.55
O 0.65 5.33 1.99 -0.37
H -1.02 4.20 2.49 0.31
H 0.53 3.51 3.03 0.26
H -0.58 2.52 0.80 -0.03
H 1.16 2.91 0.77 0.16
C -0.29 10.38 1.75 -0.28
C -0.18 9.65 0.43 -0.25
O -0.38 10.68 -0.56 -0.32
S 0.21 12.06 -0.02 1.11
O 1.51 12.26 -0.54 -0.55
O -0.80 13.05 -0.14 -0.54
O 0.35 11.65 1.52 -0.33
H -1.33 10.56 2.01 0.32
H 0.20 9.85 2.56 0.28
H -0.91 8.87 0.32 0.34
H 0.82 9.23 0.29 0.24
C -6.14 -4.50 -5.14 -0.40
C -5.78 -4.60 -3.68 -0.31
O -4.41 -5.00 -3.67 -0.30
S -3.66 -4.38 -4.94 1.04
O -2.99 -3.20 -4.54 -0.36
O -3.00 -5.43 -5.63 -0.58
O -4.97 -3.95 -5.77 -0.34
H -6.33 -5.48 -5.58 0.30
H -6.99 -3.85 -5.32 0.31
H -6.40 -5.32 -3.14 0.40
H -5.85 -3.62 -3.18 0.22
C 5.61 -0.42 -4.84 -0.19
C 6.89 0.38 -4.93 -0.37
O 7.65 -0.03 -3.78 -0.35
S 7.32 -1.57 -3.45 0.93
O 8.34 -2.39 -3.99 -0.57
O 6.92 -1.65 -2.09 -0.40
O 6.02 -1.71 -4.35 -0.27
H 4.92 0.02 -4.11 0.19
H 5.11 -0.51 -5.79 0.35
H 6.73 1.45 -4.91 0.32
H 7.46 0.12 -5.83 0.29
C -4.97 -0.26 6.63 -0.35
C -3.64 0.45 6.68 -0.11
O -3.09 0.09 7.96 -0.31
S -3.56 -1.39 8.35 1.08
O -2.54 -2.30 8.00 -0.49
O -4.13 -1.35 9.65 -0.55
O -4.74 -1.52 7.26 -0.31
H -5.73 0.28 7.21 0.30
H -5.33 -0.41 5.62 0.32
H -3.73 1.53 6.59 0.30
H -2.96 0.08 5.90 0.13
```

Calculated values
- Orbital gap: 7.36 eV
- Multiplicity: 1
- Net charge: -1
- Calculated total energy: -11446.27105 Eh

***

Look up the calculated total energy of the second one.
-11446.27105 Eh